Record 1
C10H19B2F4InN4O15P2S | the ωB97M-V functional and the def2-TZVPD basis

```
! wB97M-V def2-TZVPD RIJCOSX def2/J DEFGRID3
* xyz 0 1
In 0.23 -0.14 -0.26
S 2.73 -1.74 -1.87
P 3.99 -0.74 0.87
P 0.71 2.19 -2.56
F -3.90 0.59 -0.19
F 0.85 -3.87 2.62
F -0.88 -2.31 2.80
F -3.55 2.56 -1.27
O 3.18 0.42 1.35
O 2.43 -3.14 -1.95
O 0.27 4.73 -3.34
O 0.71 1.75 -1.10
O -2.07 2.00 0.45
O -0.41 1.63 -3.37
O -2.28 0.83 -1.85
O 1.40 -0.94 -2.09
O 4.26 -1.94 1.85
O 3.79 -1.07 -2.63
O 5.36 -0.81 0.08
O 1.25 -1.61 2.24
O 2.98 -1.54 -0.29
O 2.07 1.71 -3.31
O 0.03 -3.16 0.72
N -1.61 -0.33 -1.44
N -0.60 -2.25 -0.04
N 0.63 -0.42 1.87
N -1.35 1.06 1.07
C -1.97 -3.94 -1.07
C -0.83 1.39 2.19
C -2.23 -1.43 -1.47
C -1.52 -2.60 -0.84
C -1.09 2.69 2.95
C 0.97 4.50 -0.95
C -3.53 -1.67 -2.09
C 0.10 0.07 4.24
C 0.02 0.28 2.77
C 0.53 4.07 -2.35
B -2.98 1.52 -0.63
B 0.27 -2.75 2.10
H 1.08 -0.27 4.67
H -1.24 3.54 2.26
H -3.90 -0.73 -2.49
H 0.87 5.59 -0.94
H 2.27 0.80 -3.13
H -1.69 -4.30 -2.07
H -4.26 -2.02 -1.40
H 0.53 4.07 -0.12
H -1.97 2.70 3.57
H -3.07 -3.96 -0.95
H 5.12 -0.48 -0.87
H -0.68 -0.61 4.54
H -3.56 -2.45 -2.83
H -0.09 1.02 4.73
H 3.58 -2.30 2.42
H -1.24 1.50 -2.84
H -1.55 -4.67 -0.38
H 2.01 4.15 -0.95
H -0.21 2.84 3.54
*
```

Calculated values
M in g/mol: 741.724
Orbital gap in eV: 9.52

---

Record 2
C10H19BF5NO3 | the ωB97M-V functional and the def2-TZVPD basis

```
! wB97M-V def2-TZVPD RIJCOSX def2/J DEFGRID3
* xyz 0 1
F -0.32 -6.45 3.22
F -2.51 -5.92 2.46
F 1.88 -2.07 3.17
F -1.22 -7.55 1.32
F -0.62 -5.26 1.18
O 2.22 -0.19 -1.66
O -2.91 -0.60 -0.87
O -3.01 0.56 -0.29
N 0.71 1.76 -0.88
C -0.16 0.70 1.14
C 1.40 0.14 0.88
C 1.86 0.77 -0.59
C 0.50 4.15 -2.03
C -0.52 0.99 -0.45
C 1.28 -1.51 0.77
C 0.80 -2.24 2.16
C 0.73 2.52 -2.19
C -0.41 4.79 -1.03
C -2.01 1.52 -0.85
B -1.17 -6.29 2.05
H -0.19 1.80 1.57
H -0.12 4.61 0.11
H -0.18 -1.81 2.64
H 2.79 0.35 -2.31
H -0.16 2.13 -2.89
H -1.37 5.41 -1.28
H 0.61 -3.41 2.00
H 0.94 2.51 -0.16
H -3.72 -0.84 -1.40
H -2.19 1.50 -2.03
H 1.72 2.27 -2.81
H -2.25 2.63 -0.48
H 2.37 -1.90 0.53
H -0.94 -0.04 1.61
H 1.08 4.89 -2.77
H 2.12 0.50 1.75
H -0.36 -0.05 -0.99
H 2.78 1.49 -0.49
H 0.56 -1.86 -0.11
*
```

Calculated values
M in g/mol: 307.068
Orbital gap in eV: 6.68

---

Record 3
C10H19BeCl2CsNaO6S | the ωB97M-V functional and the def2-TZVPD basis

```
! wB97M-V def2-TZVPD RIJCOSX def2/J DEFGRID3
* xyz 1 1
Cs -3.57 1.28 2.50
Cl -2.01 9.62 -3.06
Cl 0.36 8.95 -1.47
S -2.01 -0.09 1.15
Na -1.93 -3.83 -1.10
O -1.22 -1.43 0.27
O 1.82 -5.45 -0.04
O -0.64 -6.86 -2.00
O 0.21 4.11 -0.09
O -1.13 5.89 -0.14
O 0.15 5.36 1.59
C -0.34 1.98 2.02
C -0.30 5.17 0.42
C 1.03 -2.26 0.60
C -0.38 -2.24 1.14
C 1.73 -0.91 0.47
C -1.33 8.57 -1.80
C 1.43 -6.47 -0.58
C -0.84 0.73 2.18
C -0.14 -5.91 -1.45
C 1.31 -0.09 -0.77
Be 2.11 -1.74 -2.65
H -2.28 0.80 0.14
H -1.90 8.70 -0.89
H -1.39 7.54 -2.14
H -0.46 -1.97 2.19
H 1.05 -2.82 -0.32
H 0.49 -0.52 -1.33
H -0.74 -3.27 1.06
H -0.72 -5.41 -0.63
H 1.61 -0.30 1.35
H -0.24 2.52 1.08
H 0.04 2.46 2.90
H 1.98 -6.91 -1.42
H 2.79 -1.12 0.38
H 1.62 -2.85 1.31
H 1.04 -7.30 0.03
H 0.95 0.88 -0.43
H 2.13 0.09 -1.45
H 0.23 -5.07 -2.09
H -0.51 0.18 3.06
*
```

Calculated values
Relative energy (zero: lowest compared OMol25 entry of this formula, charge and spin) in kcal/mol: 16.71
M in g/mol: 503.136
Orbital gap in eV: 2.71

---

Record 4
C10H19Br3N6O5 | the ωB97M-V functional and the def2-TZVPD basis

```
! wB97M-V def2-TZVPD RIJCOSX def2/J DEFGRID3
* xyz -1 2
Br 5.59 6.44 -3.31
Br 5.36 4.09 -0.87
Br 2.86 4.52 -2.90
O -1.30 -2.24 0.56
O 0.96 1.91 1.89
O -1.69 -4.09 -3.81
O 0.44 -0.51 -1.12
O -4.72 0.88 3.49
N 1.98 0.02 -2.66
N 2.06 1.03 3.69
N -1.54 -2.05 -2.87
N 1.04 -0.27 2.28
N 0.19 -3.18 -3.34
N 1.61 1.33 -1.07
C 4.87 4.63 -2.71
C -3.42 0.54 1.69
C -2.57 -0.18 0.94
C -1.08 -3.13 -3.39
C 1.38 0.96 2.56
C -2.14 -1.47 1.33
C -3.92 0.03 2.87
C 1.33 0.24 -1.61
C -3.60 -1.23 3.29
C -2.72 -2.04 2.50
H -2.11 0.25 0.06
H 5.34 3.85 -3.30
H 1.31 -0.99 2.94
H 0.71 -3.97 -3.69
H -0.88 -1.37 -2.52
H 2.15 1.84 4.28
H 2.48 0.86 -2.92
H 0.62 -0.52 1.40
H -3.74 1.50 1.32
H -2.54 -1.93 -2.90
H 0.45 -2.86 -2.42
H -2.51 -3.08 2.69
H 1.63 -0.66 -3.32
H 2.29 1.93 -1.52
H -0.67 -1.74 0.03
H -3.98 -1.73 4.16
H 0.95 1.50 -0.33
H 2.37 0.21 4.20
H -4.84 0.65 4.42
*
```

Calculated values
Relative energy (zero: lowest compared OMol25 entry of this formula, charge and spin) in kcal/mol: 19.68
<S²>: 0.75
M in g/mol: 543.011
Orbital gap (alpha / beta) in eV: 3.75 / 8.06

---

Record 5
C10H19BrOSi | the ωB97M-V functional and the def2-TZVPD basis

```
! wB97M-V def2-TZVPD RIJCOSX def2/J DEFGRID3
* xyz 0 1
Br -3.82 0.00 -0.11
Si 0.32 1.31 -0.74
O 0.69 -2.40 -2.16
C -2.28 0.06 0.92
C 1.96 1.11 -1.72
C 1.04 -2.31 -1.02
C -0.68 -2.66 0.62
C 1.29 -1.21 1.21
C -0.41 -0.42 -0.48
C 0.31 -1.58 0.10
C -2.15 0.29 2.20
C 0.65 2.26 0.88
C -0.93 2.29 -1.78
H -2.99 0.48 2.85
H 1.96 -2.81 -0.66
H 1.05 3.25 0.65
H -0.53 3.25 -2.08
H -0.27 2.40 1.44
H -0.15 -3.59 0.83
H 2.11 0.08 -2.03
H 2.83 1.41 -1.14
H 0.78 -0.64 1.98
H -1.18 0.30 2.67
H 2.10 -0.60 0.81
H 1.72 -2.10 1.66
H -1.84 2.49 -1.22
H 1.95 1.71 -2.63
H -1.08 -0.73 -1.28
H -1.21 1.76 -2.68
H -1.44 -2.86 -0.13
H 1.36 1.76 1.53
H -1.16 -2.30 1.52
*
```

Calculated values
Relative energy (zero: lowest compared OMol25 entry of this formula, charge and spin) in kcal/mol: 45.97
M in g/mol: 263.251
Orbital gap (alpha / beta) in eV: 8.72 / 8.73

---

Record 6
C10H19Cl4CrO9 | the ωB97M-V functional and the def2-TZVPD basis

```
! wB97M-V def2-TZVPD RIJCOSX def2/J DEFGRID3
* xyz 1 5
Cr 1.73 0.81 -1.72
Cl 1.50 -0.46 0.42
Cl 1.36 -4.70 2.74
Cl 2.81 -4.76 0.26
Cl 4.05 -4.02 2.90
O 6.12 0.93 -1.60
O -4.99 -2.07 -0.77
O -3.50 3.73 1.62
O -3.19 -2.02 0.58
O 5.56 -1.07 -1.09
O -3.43 -0.31 -1.03
O -2.82 2.32 -0.05
O 3.91 0.30 -2.02
O -1.53 3.40 1.43
C -4.83 3.22 1.63
C -0.30 2.72 1.08
C 4.69 -2.15 -1.09
C -2.61 3.13 0.88
C 5.07 0.08 -1.58
C -3.84 -1.37 -0.43
C -2.07 -1.38 1.20
C -5.94 -1.58 -1.69
C 5.85 2.27 -1.91
C 2.61 -3.98 1.79
H -6.67 -2.34 -1.95
H -1.39 -1.12 0.39
H 5.16 2.45 -2.74
H 4.37 -2.34 -2.11
H -5.40 -1.25 -2.58
H -0.08 3.06 0.06
H 5.14 -3.02 -0.61
H 6.75 2.88 -2.05
H -4.85 2.18 1.96
H 5.36 2.68 -1.03
H -2.31 -0.43 1.68
H -1.52 -1.98 1.92
H 2.33 -2.94 1.59
H 0.55 3.10 1.65
H 3.78 -1.89 -0.55
H -5.43 3.83 2.30
H -0.26 1.65 1.28
H -5.17 3.17 0.60
H -6.56 -0.74 -1.36
*
```

Calculated values
Relative energy (zero: lowest compared OMol25 entry of this formula, charge and spin) in kcal/mol: 118.77
<S²>: 6.06
M in g/mol: 477.061
Orbital gap (alpha / beta) in eV: 5.11 / 6.34